Below is a gas-phase ion, C34H51 (charge +1) at a distorted geometry, with properties calculated with ωB97M-V with the def2-TZVPD basis set.

The calculation puts the total energy at -36077.3643 eV. Its net charge is +1. The HOMO-LUMO gap is 0.1955 hartree. The value obtained for the molar mass is 459.78 g mol⁻¹. The highest occupied orbital energy is -10.62 eV.

Cartesian coordinates (Å):
C  -6.646  -1.105  -1.766
C  -6.216  -2.208  -0.795
C  -4.707  -2.385  -0.586
C  -3.922  -2.745  -1.831
C  -2.404  -2.615  -1.691
C  -1.783  -1.292  -2.217
C  -1.634  -0.076  -1.363
C  -0.578  -0.015  -0.305
C  -2.597  1.040  -1.608
C  -4.097  0.806  -2.029
C  -5.120  0.855  -0.907
C  -6.520  0.331  -1.246
H  -6.134  -1.214  -2.728
H  -7.709  -1.278  -1.976
H  -6.662  -2.021  0.191
H  -6.632  -3.158  -1.157
H  -4.283  -1.476  -0.142
H  -4.570  -3.178  0.165
H  -4.177  -3.788  -2.083
H  -4.275  -2.178  -2.700
H  -2.073  -2.779  -0.663
H  -1.978  -3.433  -2.287
H  -0.758  -1.550  -2.529
H  -2.297  -1.054  -3.155
H  -1.105  0.584  0.503
H  -0.526  -1.040  0.123
H  -2.605  1.729  -0.758
H  -2.193  1.636  -2.451
H  -4.378  1.579  -2.766
H  -4.189  -0.140  -2.569
H  -4.732  0.338  -0.021
H  -5.257  1.898  -0.584
H  -6.985  0.982  -1.996
H  -7.133  0.422  -0.340
C  5.399  -0.349  5.592
C  4.686  -0.687  4.325
C  5.290  -0.430  3.097
C  4.681  -0.749  1.879
C  5.486  -0.418  0.648
C  3.391  -1.323  1.885
C  2.677  -1.740  0.586
C  3.448  -2.888  -0.108
C  2.290  -0.611  -0.397
C  1.043  0.296  -0.059
C  1.305  1.750  -0.434
C  0.797  2.758  0.424
C  0.394  2.491  1.860
C  0.529  4.019  -0.092
C  1.028  4.407  -1.346
C  0.785  5.797  -1.862
C  1.739  3.461  -2.086
C  1.972  2.169  -1.616
C  2.800  1.308  -2.519
C  2.779  -1.613  3.126
C  1.437  -2.283  3.213
C  3.419  -1.274  4.320
H  4.789  -0.604  6.451
H  6.344  -0.890  5.671
H  5.642  0.713  5.648
H  6.274  0.041  3.089
H  5.141  -0.888  -0.271
H  5.518  0.669  0.481
H  6.534  -0.724  0.781
H  1.704  -2.158  0.840
H  3.517  -3.750  0.570
H  2.910  -3.196  -1.014
H  4.483  -2.655  -0.401
H  3.245  -0.079  -0.537
H  2.068  -1.069  -1.367
H  1.012  0.245  1.057
H  0.037  3.433  2.300
H  -0.429  1.771  1.942
H  1.217  2.140  2.499
H  -0.050  4.753  0.485
H  1.274  5.919  -2.830
H  -0.281  6.015  -1.981
H  1.193  6.536  -1.164
H  2.128  3.764  -3.071
H  2.911  1.794  -3.491
H  3.828  1.150  -2.180
H  2.336  0.344  -2.703
H  1.155  -2.397  4.259
H  0.650  -1.693  2.734
H  1.428  -3.281  2.763
H  2.921  -1.465  5.268

These are the Löwdin partial charges, in e, on atoms 1 to 4: C -0.209; C -0.190; C -0.212; C -0.209

Below is a molecular structure, C34H51As2FLiNO2PS2, with properties calculated with ωB97M-V with the def2-TZVPD basis set.

The calculation puts the total energy at -197236.2775 eV. Its net charge is -1. The HOMO-LUMO gap is 0.2413 hartree. The value obtained for the molar mass is 776.68 g mol⁻¹. The highest occupied orbital energy is -4.03 eV.

Cartesian coordinates (Å):
Li  0.414  -0.331  -0.099
C  2.498  -0.841  -3.690
C  1.790  0.199  -2.811
C  0.313  -0.170  -2.638
C  2.604  0.425  -1.541
C  3.410  1.560  -1.507
C  4.304  1.786  -0.479
C  4.403  0.865  0.552
C  3.607  -0.270  0.572
C  3.690  -1.236  1.739
C  5.125  -1.669  2.044
C  3.040  -0.620  2.982
C  2.688  -0.501  -0.479
N  1.816  -1.604  -0.428
C  2.324  -2.819  -0.700
C  3.652  -3.064  -1.147
C  4.109  -4.332  -1.458
C  3.288  -5.446  -1.343
C  1.986  -5.254  -0.890
C  1.551  -3.992  -0.579
F  0.279  -3.862  -0.120
H  1.995  -0.927  -4.658
H  2.493  -1.817  -3.205
H  3.536  -0.550  -3.862
H  1.799  1.154  -3.341
H  0.180  -1.168  -2.220
H  -0.174  -0.144  -3.616
H  -0.188  0.578  -2.012
H  3.328  2.284  -2.309
H  4.913  2.683  -0.474
H  5.124  1.031  1.346
H  3.123  -2.126  1.476
H  5.724  -0.830  2.409
H  5.606  -2.075  1.152
H  5.122  -2.442  2.815
H  3.569  0.288  3.280
H  3.069  -1.324  3.818
H  1.998  -0.366  2.775
H  4.310  -2.212  -1.263
H  5.129  -4.453  -1.805
H  3.641  -6.433  -1.610
H  1.303  -6.087  -0.776
C  -3.880  1.234  0.748
As  -3.095  -0.106  -0.470
C  -3.173  0.958  -2.117
C  -4.779  -1.124  -0.700
C  -6.014  -0.486  -0.631
C  -7.202  -1.201  -0.623
C  -7.164  -2.585  -0.701
C  -5.943  -3.233  -0.806
C  -4.745  -2.523  -0.805
As  -2.978  -3.359  -0.963
C  -3.542  -5.228  -1.299
C  -2.715  -3.555  0.975
H  -4.450  1.994  0.212
H  -3.065  1.719  1.282
H  -4.525  0.741  1.475
H  -4.148  1.435  -2.226
H  -2.975  0.324  -2.981
H  -2.397  1.726  -2.070
H  -6.057  0.597  -0.577
H  -8.151  -0.684  -0.553
H  -8.084  -3.158  -0.683
H  -5.932  -4.315  -0.879
H  -4.094  -5.646  -0.456
H  -2.645  -5.825  -1.461
H  -4.155  -5.282  -2.199
H  -3.624  -3.928  1.448
H  -2.459  -2.584  1.396
H  -1.894  -4.244  1.166
C  2.439  5.525  1.897
C  2.522  4.018  1.692
C  2.086  3.271  2.941
O  1.823  3.640  0.494
P  0.294  3.251  0.211
S  0.032  3.341  -1.725
S  -0.288  1.572  1.159
O  -0.372  4.532  0.981
C  -1.753  4.835  1.238
C  -2.716  4.342  0.167
C  -2.130  4.311  2.620
H  3.077  5.807  2.737
H  1.413  5.818  2.115
H  2.766  6.055  1.002
H  3.557  3.746  1.465
H  1.064  3.539  3.206
H  2.746  3.529  3.772
H  2.129  2.199  2.769
H  -1.780  5.929  1.257
H  -2.662  3.256  0.087
H  -2.468  4.764  -0.803
H  -3.735  4.632  0.437
H  -2.004  3.230  2.645
H  -3.169  4.555  2.854
H  -1.481  4.751  3.379

These are the Löwdin partial charges, in e, on atoms 1 to 4: Li 0.432; C -0.050; C -0.367; C -0.115

Among the records above, which one has the lowest highest occupied orbital energy? C34H51